# 1
{"formula": "C17H43AsF6MgN2O13", "method": "the ωB97M-V functional and the def2-TZVPD basis", "de_lowest_kj_mol": 0.0, "charge": 0, "homo_ha": -0.32405, "lumo_energy_ha": -0.0034, "species": ["Mg", "N", "O", "O", "O", "As", "F", "F", "F", "F", "F", "F", "C", "N", "O", "O", "H", "H", "H", "C", "O", "C", "C", "O", "C", "H", "H", "H", "H", "H", "H", "H", "H", "H", "H", "C", "O", "C", "C", "O", "C", "H", "H", "H", "H", "H", "H", "H", "H", "H", "H", "C", "O", "C", "C", "O", "C", "H", "H", "H", "H", "H", "H", "H", "H", "H", "H", "C", "O", "C", "C", "O", "C", "H", "H", "H", "H", "H", "H", "H", "H", "H", "H"], "positions_angstrom": [[0.42, 0.08, 1.11], [0.31, 2.66, -0.64], [-0.74, 3.32, -0.49], [1.32, 3.09, -1.23], [0.37, 1.57, -0.15], [2.21, 2.33, 3.57], [0.68, 2.80, 4.34], [1.24, 1.24, 2.42], [3.63, 1.61, 2.74], [3.22, 3.35, 4.69], [2.37, 1.14, 4.90], [2.03, 3.69, 2.50], [3.55, 4.58, 0.26], [4.45, 4.73, -0.93], [4.54, 3.76, -1.75], [5.06, 5.74, -1.01], [4.09, 5.02, 1.10], [3.38, 3.57, 0.63], [2.65, 5.13, -0.01], [3.40, 0.32, 0.10], [2.29, -0.40, 0.72], [2.59, -1.82, 0.93], [1.77, -2.02, 2.27], [0.54, -1.47, 2.36], [0.02, -1.64, 3.64], [4.20, 0.52, 0.82], [2.95, 1.24, -0.27], [3.87, -0.16, -0.76], [3.66, -2.00, 1.06], [2.17, -2.54, 0.23], [2.43, -1.51, 2.98], [1.74, -3.07, 2.57], [-0.94, -1.14, 3.75], [0.70, -1.20, 4.38], [-0.29, -2.67, 3.82], [0.24, 4.52, -5.62], [-0.15, 3.16, -5.85], [-1.29, 2.94, -6.68], [-1.51, 1.40, -6.74], [-1.16, 0.75, -5.53], [-1.80, 0.99, -4.32], [-0.49, 5.09, -5.05], [0.43, 5.14, -6.50], [1.13, 4.44, -4.99], [-1.08, 3.38, -7.65], [-2.20, 3.39, -6.29], [-0.79, 1.05, -7.48], [-2.50, 1.01, -6.98], [-1.05, 0.84, -3.54], [-2.59, 0.24, -4.30], [-2.23, 1.99, -4.26], [-1.27, -5.77, -0.31], [-1.41, -4.76, 0.68], [-1.24, -5.27, 1.98], [-2.43, -4.86, 2.86], [-2.47, -3.41, 2.84], [-3.58, -3.00, 3.70], [-0.28, -6.22, -0.18], [-1.28, -5.38, -1.33], [-2.06, -6.51, -0.21], [-0.33, -4.85, 2.43], [-1.12, -6.34, 2.14], [-2.21, -5.21, 3.86], [-3.32, -5.39, 2.53], [-3.89, -1.97, 3.50], [-3.40, -3.05, 4.77], [-4.44, -3.57, 3.35], [-0.23, -1.65, -1.49], [-0.52, -1.06, -0.19], [-1.84, -1.21, 0.20], [-2.32, -0.04, 1.00], [-1.29, 0.51, 1.75], [-1.74, 1.60, 2.54], [-0.18, -2.74, -1.52], [0.75, -1.40, -1.89], [-0.99, -1.32, -2.20], [-1.84, -2.19, 0.69], [-2.50, -1.14, -0.66], [-3.10, -0.50, 1.60], [-2.73, 0.77, 0.40], [-1.01, 1.84, 3.31], [-2.72, 1.41, 2.96], [-1.84, 2.54, 2.00]]}

***

# 2
{"formula": "C3H6BrN2", "method": "the ωB97M-V functional and the def2-TZVPD basis", "de_lowest_kj_mol": 317.3, "charge": 1, "homo_ha": [-0.43666, -0.43668], "lumo_energy_ha": [-0.1861, -0.1861], "species": ["C", "C", "C", "N", "N", "Br", "H", "H", "H", "H", "H", "H"], "positions_angstrom": [[-0.66, 0.73, 0.13], [1.06, -1.65, -0.50], [-0.59, 3.19, 0.09], [-0.62, 1.95, 0.22], [0.71, -2.61, 0.30], [-2.08, -0.46, 0.01], [0.61, -1.61, -1.48], [1.69, -0.82, -0.25], [-0.77, 3.62, -0.90], [-0.67, 3.68, 1.08], [0.05, -3.37, 0.09], [1.28, -2.64, 1.22]]}

***

# 3
{"formula": "C30H37FeN3O2P2Sb", "method": "the ωB97M-V functional and the def2-TZVPD basis", "charge": 2, "homo_ha": [-0.50014, -0.52922], "lumo_energy_ha": [-0.1921, -0.2572], "spin_multiplicity": 6, "s_squared": 8.767, "species": ["Fe", "C", "C", "C", "C", "C", "C", "N", "Sb", "C", "C", "C", "C", "C", "C", "N", "C", "C", "C", "C", "C", "C", "N", "H", "H", "H", "H", "H", "H", "H", "H", "H", "H", "H", "H", "H", "H", "H", "H", "H", "H", "C", "P", "C", "C", "C", "C", "C", "C", "C", "P", "C", "C", "H", "H", "H", "H", "H", "H", "H", "H", "H", "H", "H", "H", "H", "H", "H", "H", "C", "O", "C", "O", "H", "H", "H"], "positions_angstrom": [[0.12, 0.54, -0.03], [0.95, 2.71, 2.48], [1.17, 3.48, 1.23], [1.58, 4.81, 1.28], [1.77, 5.51, 0.10], [1.54, 4.85, -1.11], [1.13, 3.53, -1.07], [0.95, 2.87, 0.06], [0.81, 2.51, -2.98], [2.06, 0.82, -2.34], [2.80, 0.15, -3.30], [3.90, -0.58, -2.88], [4.27, -0.54, -1.55], [3.47, 0.16, -0.64], [3.88, 0.38, 0.77], [2.35, 0.76, -1.05], [-1.19, 1.85, -2.35], [-2.17, 1.70, -3.32], [-3.49, 1.77, -2.92], [-3.79, 2.07, -1.60], [-2.75, 2.20, -0.68], [-2.97, 2.66, 0.72], [-1.48, 2.03, -1.07], [1.27, 3.28, 3.35], [1.52, 1.78, 2.44], [-0.10, 2.46, 2.59], [1.75, 5.28, 2.23], [2.09, 6.54, 0.11], [1.68, 5.36, -2.05], [2.52, 0.22, -4.34], [4.48, -1.13, -3.60], [5.17, -1.02, -1.22], [4.55, -0.39, 1.14], [3.01, 0.46, 1.42], [4.43, 1.33, 0.82], [-1.88, 1.57, -4.35], [-4.28, 1.65, -3.65], [-4.81, 2.21, -1.28], [-3.96, 2.40, 1.09], [-2.91, 3.75, 0.73], [-2.20, 2.27, 1.38], [-3.57, -0.85, 0.66], [-2.06, -1.25, -0.31], [-2.80, -1.73, -1.93], [-1.69, -2.92, 0.35], [-2.71, -3.80, 0.70], [-2.41, -5.07, 1.15], [-1.09, -5.48, 1.24], [-0.07, -4.61, 0.91], [-0.36, -3.32, 0.47], [0.93, -2.14, -0.05], [2.40, -2.80, 0.83], [1.19, -2.78, -1.76], [-4.44, -1.32, 0.21], [-3.74, 0.22, 0.69], [-3.44, -1.20, 1.68], [-3.68, -2.35, -1.75], [-2.08, -2.30, -2.51], [-3.09, -0.85, -2.49], [-3.75, -3.50, 0.63], [-3.21, -5.75, 1.42], [-0.85, -6.48, 1.58], [0.95, -4.95, 1.00], [2.68, -3.77, 0.41], [2.17, -2.90, 1.89], [3.25, -2.13, 0.72], [1.52, -3.82, -1.72], [1.93, -2.19, -2.30], [0.25, -2.73, -2.30], [0.21, -0.21, 4.45], [0.71, -0.79, 3.22], [0.14, -0.51, 2.11], [-0.84, 0.24, 1.98], [-0.01, -1.03, 5.14], [-0.68, 0.37, 4.24], [1.00, 0.42, 4.86]]}